37
Properties=species:S:1:pos:R:3 method="wB97M-V/def2-TZVPD" e_lumo_ev="-5.7071 / -7.8193" spin_multiplicity=4 gap_ev="4.4 / 2.3" de_lowest_kj_mol=0.0 e_tot_ha=-6350.74565 charge=0
O -0.869 -3.548 0.449
O -1.035 -3.309 2.986
O 1.121 -2.877 -1.185
N -0.458 1.242 1.518
O -0.395 3.710 -2.725
S -3.331 -1.933 2.056
F 0.534 0.503 -5.543
O 0.064 -0.774 -0.542
S 3.348 -1.387 -0.475
O -0.788 1.580 -1.484
F 1.858 0.918 0.758
S -1.200 -2.729 1.632
O -0.836 0.735 4.309
O -1.343 1.535 -4.592
F -4.371 -0.913 1.467
O -1.098 3.076 3.481
N 1.012 1.507 -3.477
O -3.783 -3.199 1.555
F 0.104 -1.886 1.716
S -0.901 1.683 3.205
O 4.236 -2.522 -0.870
F -2.378 1.365 2.796
O 1.655 0.693 3.129
O 2.854 -1.523 0.895
S 0.060 1.797 -4.726
O 0.437 2.874 -5.630
O 1.480 2.828 1.874
F 4.460 -0.182 -0.293
F 0.782 -1.295 -2.789
S 0.075 2.381 -2.389
S 1.090 -1.472 -1.261
O -3.472 -1.571 3.440
F 1.260 2.723 -1.343
N 2.497 -0.688 -1.491
V -1.647 0.412 0.209
S 1.094 1.490 2.064
N -2.116 -1.246 1.275

---

21
Properties=species:S:1:pos:R:3 method="wB97M-V/def2-TZVPD" e_lumo_ev=0.9001 gap_ev=9.7 de_lowest_kj_mol=144.2 e_tot_ha=-403.52167 charge=0
H 1.255 -0.875 0.518
C 0.831 0.119 0.329
H -2.209 1.151 0.721
H 0.548 0.179 -2.110
H 1.209 1.606 -1.320
H -0.543 -1.938 -1.744
H -2.300 -2.043 -1.496
N -1.395 -0.371 -0.646
H -1.412 0.308 -1.397
C 1.569 1.087 1.255
O -1.013 -0.734 1.630
H 2.122 0.072 -1.464
H -1.214 -2.454 -0.188
H 2.650 1.038 1.084
H 1.273 2.126 1.068
O -1.261 1.329 0.821
C 1.145 0.518 -1.261
H 1.377 0.862 2.310
H -0.593 -0.289 2.383
C -1.351 -1.766 -1.025
C -0.688 0.078 0.532

---

13
Properties=species:S:1:pos:R:3 method="wB97M-V/def2-TZVPD" e_lumo_ev=3.0885 gap_ev=8.1 e_tot_ha=-3079.11720 charge=-1
O -0.684 0.651 -2.579
C -0.060 -0.855 0.334
C -1.064 0.287 -0.218
H 0.354 -1.485 -0.499
F -1.326 1.048 0.914
H 1.260 0.861 0.446
Br -0.732 -2.219 1.523
C 1.212 -0.183 0.821
F -2.196 -0.404 -0.547
H 1.126 -0.175 1.855
O 0.348 1.948 -1.075
H 2.193 -0.557 0.490
C -0.430 1.082 -1.464

---

5
Properties=species:S:1:pos:R:3 method="wB97M-V/def2-TZVPD" e_lumo_ev=3.9266 gap_ev=7.1 de_lowest_kj_mol=13.2 e_tot_ha=-1047.05053 charge=-1
C 0.499 -0.086 0.021
Cl -2.784 -0.262 0.705
O 0.954 0.972 -0.230
O 0.375 -1.163 0.369
S -1.778 0.704 -0.862

---

92
Properties=species:S:1:pos:R:3 method="wB97M-V/def2-TZVPD" e_lumo_ev=0.0660 gap_ev=8.3 e_tot_ha=-19970.85916 charge=0
H 7.632 -3.319 1.502
C 3.335 0.389 -8.120
H -1.044 0.861 2.521
Cl -2.766 5.898 1.412
H 5.713 1.835 2.637
Cl 4.997 0.982 -8.145
Cl -4.812 7.228 -0.166
C 3.890 3.256 -3.446
Si 4.549 -0.511 2.310
Cl -8.291 -7.305 -10.465
Si 1.921 -0.840 1.445
C 5.584 2.023 7.629
H 1.293 -1.391 -0.574
H -3.292 -0.919 2.627
Cl 3.485 2.644 -1.845
H 4.090 -1.370 3.411
Cl -8.560 -6.273 2.400
C 5.619 0.823 3.037
C 6.303 0.524 4.122
C 7.150 -2.519 2.075
Cl -9.103 1.851 -3.845
Cl -5.317 -1.997 3.131
H -7.130 -4.488 1.889
H 5.932 -0.321 4.707
Cl -6.780 1.277 -1.794
Cl 7.208 1.522 7.146
H -3.471 2.280 4.332
Cl 10.394 4.401 10.088
Cl -9.126 1.994 -0.249
Cl 5.555 3.846 -3.488
H -6.881 -5.513 -10.989
Cl 4.721 0.683 8.388
Cl 4.676 2.641 6.248
Cl -2.414 2.877 6.335
C -8.527 1.573 -5.491
C -7.540 2.524 -0.813
H -0.648 -2.825 3.019
Cl -6.997 -0.738 -8.760
H -4.858 5.078 0.755
C 8.987 4.744 9.082
C -6.316 -2.321 -8.388
C -6.785 -6.589 -11.043
Cl -2.614 0.247 5.122
C 5.912 -0.222 -2.829
H 0.920 -2.846 3.910
Cl 7.559 3.909 9.711
Cl -7.415 -3.247 -7.363
O -1.010 -0.092 2.359
Cl -6.745 -6.007 0.148
H -0.576 -2.200 4.674
H -7.675 3.406 -1.428
Cl -6.819 2.004 -5.633
C -4.219 -1.081 2.090
Cl 3.646 2.000 -4.668
O 1.157 -0.615 -0.009
H 7.172 -0.481 1.251
F 2.445 -2.380 1.453
Cl 6.450 -1.806 -3.400
C -0.012 -2.300 3.744
Cl -5.954 -3.210 -9.872
H 3.231 4.085 -3.674
Cl 7.209 0.593 -1.947
C -4.498 6.038 1.099
H 2.675 1.218 -8.343
H 6.334 -2.973 2.644
H 8.797 5.810 9.116
Cl 9.294 4.290 7.405
H 7.916 -2.109 2.742
H 5.678 2.820 8.352
H 7.196 1.050 4.436
Cl -5.015 1.642 5.972
Cl -4.914 0.496 1.692
Cl -6.489 -7.034 -12.726
P 0.415 -0.629 3.083
Cl -8.785 -0.105 -5.966
H -9.094 2.207 -6.161
H 6.963 -1.771 0.089
Cl -5.699 -6.068 2.856
O 5.226 -1.320 1.028
Cl 4.475 -0.375 -1.822
Cl -6.507 2.956 0.557
Cl 3.097 -0.855 -9.348
Cl -5.430 -7.076 -10.021
Cl -3.856 -1.987 0.621
H 5.660 0.381 -3.693
C -3.390 1.823 5.311
C 6.650 -1.429 1.083
Cl -5.369 6.451 2.577
H -5.389 -2.174 -7.848
C -7.045 -5.567 1.831
O 3.146 0.241 1.681
Cl 2.920 -0.229 -6.517

---

12
Properties=species:S:1:pos:R:3 method="wB97M-V/def2-TZVPD" e_lumo_ev="0.1600 / 0.1594" gap_ev="8.8 / 8.8" de_lowest_kj_mol=472.0 e_tot_ha=-360.48966 charge=0
C 1.421 -0.369 0.044
H 1.663 -0.946 -0.868
C -1.838 1.267 -0.791
H 2.016 0.584 0.328
O 0.349 2.081 -1.136
H -3.761 2.000 0.336
H -0.660 -0.713 -0.120
C -2.845 1.992 -0.334
C -0.351 1.218 -0.690
N 0.022 -0.009 -0.108
H 1.555 -0.771 1.030
O -2.587 2.494 -1.520

---

22
Properties=species:S:1:pos:R:3 method="wB97M-V/def2-TZVPD" e_lumo_ev="0.4442 / 0.4395" spin_multiplicity=2 gap_ev="5.4 / 9.4" de_lowest_kj_mol=238.7 e_tot_ha=-366.83898 charge=0
H -0.709 1.225 -1.122
C -0.260 0.017 -2.735
N -0.573 0.238 -1.474
H -2.278 -1.871 -0.971
C -1.283 -1.914 -0.616
H 1.655 0.937 2.111
C 1.607 0.047 2.571
H -0.968 3.322 -0.386
C 0.714 -0.511 0.364
O -1.270 2.832 -1.085
H 0.532 -1.785 2.059
H -2.065 3.265 -1.502
H 0.902 0.618 0.225
H 2.620 -0.397 2.353
H -0.624 -0.549 2.105
C 0.461 -0.743 1.814
H 1.466 -0.162 3.621
H -0.162 -0.890 -3.259
H 1.774 -0.851 -0.008
C -0.466 -0.863 -0.475
H -1.064 -2.878 -0.113
H -0.010 0.913 -3.478

---

91
Properties=species:S:1:pos:R:3 method="wB97M-V/def2-TZVPD" e_lumo_ev=-5.0193 gap_ev=5.3 de_lowest_kj_mol=151.2 e_tot_ha=-6423.81871 charge=+1
C 0.118 3.115 0.424
H -1.091 2.957 4.478
H -3.281 -0.688 -0.064
H 5.076 -1.696 -7.138
H 5.157 0.714 -3.608
H -3.630 -0.895 2.727
F -3.945 -6.093 1.994
H -4.521 -0.126 -1.193
C 3.366 -1.853 -5.858
H -1.849 3.105 1.271
H -2.835 4.743 -0.368
C 0.837 -1.338 3.887
H -3.447 2.629 5.121
H 3.813 -2.554 1.763
C 4.664 -0.009 -4.243
H -3.463 1.489 1.170
H 1.797 -1.818 -4.396
C 2.009 -1.740 4.498
H 0.017 1.345 2.984
C -1.763 4.610 -0.250
H -4.710 0.717 4.220
H 0.024 -0.967 4.490
P -0.814 -0.974 1.620
H -0.384 3.313 -2.616
S 1.121 -1.120 -1.891
H 3.983 -2.522 4.228
C 3.425 -0.518 -3.872
C -3.674 0.851 3.952
H -4.963 2.518 -1.286
C -1.019 1.205 3.259
H -2.893 3.322 -2.428
H 1.715 -1.887 0.662
C -4.128 -0.012 -0.187
C 5.256 -0.433 -5.418
H -0.441 1.619 -3.104
H 0.464 3.747 1.236
H -5.723 2.076 0.231
C -2.810 -4.516 0.655
C 2.972 -2.237 2.359
C -3.208 -4.997 1.898
C -2.113 -3.109 2.904
C 5.892 0.110 0.381
H 5.805 -3.224 -0.194
F -3.191 -4.718 4.244
H 6.461 0.855 0.917
C 3.074 -2.202 3.741
H 0.414 2.082 0.639
C -2.967 1.932 4.453
H -1.405 5.348 0.462
H 2.861 -2.576 -6.482
C -4.793 2.421 -0.219
C -3.688 1.422 0.097
H 0.620 3.428 -0.487
C -2.352 2.371 -2.457
H -4.196 1.296 -2.922
C -2.838 -4.287 3.038
C -3.060 -0.062 3.112
C -1.399 3.228 0.277
H 4.533 1.540 -0.466
F -3.140 -5.190 -0.443
H -2.716 0.329 -3.069
H -4.908 -0.311 0.509
C 6.248 -1.228 0.455
C 4.609 -1.360 -6.224
C 4.452 -1.801 -1.030
H -1.285 4.817 -1.203
C 4.815 0.498 -0.398
H -1.114 2.867 -4.157
C 5.525 -2.183 -0.246
C 0.716 -1.418 2.502
C -1.718 0.096 2.778
C -2.095 -3.327 0.536
H 6.225 -0.047 -5.695
P 2.771 0.017 -2.256
C 1.796 -1.856 1.741
C -3.152 1.319 -3.222
P -2.044 1.787 -0.722
C -1.738 -2.584 1.667
Pt -0.527 -0.035 -0.566
H 3.885 -2.534 -1.588
Br -1.712 -2.786 -1.233
H -4.566 3.401 0.191
H 2.091 -1.690 5.574
C 4.105 -0.458 -1.106
S 2.293 1.936 -2.126
H -3.116 1.538 -4.288
C 2.767 -1.432 -4.682
F -1.802 -2.452 4.023
H 7.093 -1.529 1.057
C -0.991 2.563 -3.119
C -1.642 2.112 4.094